No. 1
A molecular structure, C30H27N10Sr, computed with the ωB97M-V functional and the def2-TZVPD basis.

LUMO ... -3.87 eV
Relative energy (zero: lowest compared OMol25 entry of this formula, charge and spin) ... 0.0 kJ/mol
Total charge ... +1
HOMO level ... -9.36 eV
Largest force on an atom ... 2.54 eV/A
Multiplicity ... 1
Kohn-Sham gap ... 5.495 eV
E_tot ... -1737.5265 Ha

Geometry (Å):
Sr -1.897 -1.204 -0.801
C -2.739 1.407 3.378
C -2.864 0.578 2.241
N -2.088 0.716 1.171
C -1.271 1.801 1.150
C -1.108 2.569 2.344
N -1.843 2.374 3.450
C -0.539 2.108 -0.074
C 0.135 3.330 -0.148
C 1.125 3.474 -1.113
C 1.277 2.451 -2.052
C 0.353 1.389 -2.095
N -0.476 1.168 -1.044
C 0.242 0.540 -3.255
C 0.678 0.995 -4.561
N 0.882 0.145 -5.556
C 0.684 -1.150 -5.267
C 0.105 -1.575 -4.098
N -0.143 -0.751 -3.077
C 2.092 4.598 -1.060
C 2.316 5.302 0.106
C 3.218 6.360 0.074
N 3.917 6.704 -1.002
C 3.665 6.014 -2.138
C 2.749 4.994 -2.221
H -3.358 1.280 4.257
H -3.573 -0.260 2.272
H -0.295 3.303 2.383
H -0.105 4.113 0.539
H 2.161 2.480 -2.698
H 0.857 2.057 -4.772
H 0.935 -1.865 -6.075
H -0.050 -2.638 -3.895
H 1.794 5.077 1.028
H 3.427 6.968 0.964
H 4.250 6.337 -3.001
H 2.557 4.525 -3.219
C 1.262 -2.836 0.186
N -0.199 -2.815 0.258
C -0.619 -3.447 1.327
C -1.970 -3.581 1.790
C -2.507 -4.377 2.906
C -3.875 -4.222 2.832
C -4.114 -3.369 1.714
N -2.983 -2.992 1.079
C 2.004 -2.362 1.452
C 2.869 -3.211 2.201
C 3.521 -2.714 3.359
C 3.385 -1.381 3.720
C 2.537 -0.525 2.987
C 1.792 -1.050 1.904
H 1.551 -2.213 -0.681
H 1.648 -3.823 -0.107
H 0.128 -3.873 2.016
H -1.935 -4.933 3.619
H -4.614 -4.656 3.471
H -5.065 -3.090 1.281
H 3.067 -4.267 1.897
H 4.163 -3.362 3.937
H 4.005 -0.967 4.568
H 2.407 0.513 3.249
H 1.109 -0.378 1.383
N -4.418 -1.931 -2.249
N -3.365 -2.899 -2.277
H -5.120 -2.203 -1.540
H -4.946 -1.903 -3.132
H -3.056 -3.019 -3.274
H -3.728 -3.826 -2.014

Cartesian forces, eV/Å:
Sr -0.075 -0.615 0.500
C -0.168 -0.107 -0.444
C 0.136 -0.327 0.765
N -0.336 0.959 -0.065
C -0.877 -0.365 1.988
C 0.046 -0.558 -0.838
N 0.658 0.003 -0.960
C 0.829 -0.070 -0.621
C -0.103 -0.772 -0.734
C 0.325 -0.381 0.368
C -0.057 -0.228 -0.231
C -0.322 1.668 1.733
N 0.154 0.597 -0.227
C 0.624 -1.366 -1.973
C -0.330 -0.401 1.224
N -0.056 -0.280 0.672
C 0.086 -0.036 -1.683
C 0.023 -0.521 0.896
N 0.481 1.181 -0.222
C -0.688 -0.196 -0.524
C 0.037 0.341 0.207
C 0.458 0.369 0.262
N -0.402 -0.566 -0.665
C 0.699 0.973 0.527
C 0.012 -0.489 -1.046
H -0.126 -0.208 -0.139
H 0.392 0.227 -0.134
H -0.549 -0.185 0.198
H 0.081 0.258 0.224
H -0.630 -0.104 -0.036
H -0.130 -0.459 0.244
H -0.165 0.453 0.687
H -0.201 0.285 -0.263
H 0.134 -0.087 -0.063
H -0.216 -0.369 -0.258
H -0.256 -0.154 0.140
H 0.162 0.423 1.138
C 1.091 0.250 -0.556
N -0.223 -0.283 0.984
C -0.638 -0.064 0.882
C 0.392 -0.756 0.493
C 0.841 1.503 -1.867
C 0.117 0.671 -0.884
C 0.242 -0.206 -0.231
N -0.659 0.041 0.348
C 0.135 -0.413 0.298
C -0.107 0.379 0.039
C -0.546 -0.035 -1.119
C 0.400 1.056 0.460
C -0.402 -1.433 -0.455
C 1.095 0.235 0.666
H 0.012 0.093 0.432
H -0.233 -0.052 0.274
H -0.181 -0.076 -0.306
H 0.186 -0.190 0.181
H -0.234 -0.097 0.152
H -0.166 0.087 0.267
H -0.363 1.042 0.160
H 0.030 -0.067 -0.032
H -0.926 -0.545 -0.995
H 0.084 0.104 0.162
H 0.073 -0.227 -0.059
N -1.259 0.743 0.077
N 0.597 -1.401 -1.359
H 0.734 0.141 -0.370
H 0.355 -0.090 0.458
H -0.433 0.266 1.257
H 0.337 0.428 -0.008

=====

No. 2
A molecular structure, C30H27N6OS2Ti, computed with the ωB97M-V functional and the def2-TZVPD basis.

LUMO (spin up / spin down) ... -5.76 / -5.58 eV
Relative energy (zero: lowest compared OMol25 entry of this formula, charge and spin) ... 14.6 kJ/mol
Total charge ... +2
HOMO level (spin up / spin down) ... -13.77 / -13.79 eV
Largest force on an atom ... 0.31 eV/A
Multiplicity ... 2
Kohn-Sham gap (spin up / spin down) ... 8.014 / 8.207 eV
E_tot ... -3208.6499 Ha

Geometry (Å):
Ti 0.117 0.496 -0.012
O -3.184 1.514 -2.069
C -2.139 1.039 -1.698
N -1.773 0.777 -0.389
C -2.462 1.597 0.606
C -1.495 2.661 1.098
C -1.900 3.712 1.907
C -0.980 4.676 2.269
C 0.334 4.569 1.822
C 0.672 3.487 1.046
N -0.218 2.545 0.686
C -1.029 0.801 -2.695
C -1.278 0.719 -4.049
C -0.197 0.615 -4.911
C 1.088 0.607 -4.387
C 1.250 0.688 -3.017
N 0.209 0.779 -2.181
H -2.832 1.003 1.444
H -3.327 2.085 0.152
H -2.932 3.777 2.224
H -1.281 5.514 2.885
H 1.078 5.312 2.072
H 1.686 3.359 0.684
H -2.301 0.763 -4.397
H -0.351 0.554 -5.980
H 1.955 0.547 -5.029
H 2.236 0.678 -2.569
S 1.837 -2.957 1.346
C 0.969 -2.583 0.035
N 1.088 -0.817 6.060
C 0.885 -0.561 4.761
C -0.313 -0.926 4.117
C -0.470 -0.646 2.788
N 0.461 -0.023 2.040
C 1.609 0.322 2.657
C 1.864 0.085 3.977
H 0.395 -1.291 6.613
H 1.952 -0.572 6.512
H -1.101 -1.432 4.658
H -1.379 -0.943 2.275
H 2.368 0.803 2.049
H 2.810 0.384 4.406
N 0.615 -1.467 -0.562
S 0.315 -4.182 -0.808
C -0.746 -3.675 -2.143
C -1.919 -3.020 -1.769
C -2.827 -2.648 -2.749
C -2.573 -2.953 -4.080
C -1.414 -3.629 -4.437
C -0.489 -3.997 -3.470
C 1.798 -4.775 -1.562
C 2.169 -6.071 -1.239
C 3.350 -6.577 -1.768
C 4.131 -5.786 -2.595
C 3.745 -4.483 -2.904
C 2.574 -3.965 -2.386
H 0.166 -1.643 -1.461
H -2.130 -2.813 -0.726
H -3.741 -2.142 -2.468
H -3.293 -2.681 -4.840
H -1.231 -3.888 -5.471
H 0.403 -4.540 -3.748
H 1.551 -6.674 -0.587
H 3.656 -7.585 -1.529
H 5.051 -6.182 -3.003
H 4.366 -3.874 -3.547
H 2.269 -2.950 -2.615

Cartesian forces, eV/Å:
Ti 0.213 -0.151 0.161
O -0.178 -0.072 0.052
C 0.164 0.000 0.008
N 0.074 0.266 -0.130
C 0.065 0.066 -0.052
C -0.054 -0.027 -0.031
C -0.040 -0.017 -0.037
C 0.038 0.043 0.017
C -0.027 0.025 0.021
C 0.013 -0.041 -0.036
N 0.000 0.013 0.131
C -0.140 -0.025 0.092
C -0.008 0.030 -0.060
C -0.045 -0.007 -0.032
C 0.041 0.005 0.026
C 0.014 0.002 0.008
N -0.006 -0.105 -0.106
H 0.047 -0.031 0.028
H -0.046 -0.040 0.014
H 0.005 0.002 -0.010
H 0.003 -0.004 -0.003
H -0.002 -0.003 0.001
H 0.008 -0.004 -0.003
H 0.008 0.007 -0.002
H -0.005 0.001 0.006
H 0.001 0.000 0.006
H 0.010 -0.007 0.002
S 0.057 0.023 0.049
C 0.003 -0.042 -0.062
N -0.004 0.000 -0.026
C 0.031 0.001 0.067
C -0.024 -0.012 -0.045
C 0.044 -0.078 0.030
N -0.151 0.084 -0.091
C -0.016 -0.007 0.030
C -0.001 -0.011 -0.009
H -0.004 0.000 0.001
H 0.004 0.003 0.000
H 0.004 0.003 0.001
H -0.013 0.016 -0.011
H -0.009 0.021 -0.008
H -0.006 -0.005 0.003
N -0.108 0.028 -0.066
S 0.009 0.097 0.098
C 0.005 -0.062 -0.056
C -0.021 0.023 -0.009
C 0.000 0.018 0.057
C 0.012 -0.009 -0.038
C -0.013 0.006 0.006
C -0.004 0.078 -0.020
C -0.004 -0.086 0.049
C 0.019 -0.002 -0.061
C -0.021 -0.016 0.015
C 0.001 0.015 -0.011
C 0.009 0.008 -0.012
C 0.035 -0.008 0.021
H -0.027 -0.006 0.012
H 0.017 -0.003 -0.004
H 0.017 -0.005 -0.008
H 0.004 -0.002 0.002
H -0.004 0.003 0.004
H -0.003 -0.007 0.002
H 0.005 0.005 0.006
H -0.001 0.004 -0.001
H -0.003 0.004 0.000
H 0.001 -0.003 0.002
H 0.005 -0.004 0.013

=====

No. 3
A molecular structure, C30H27N7O4Se2Ti, computed with the ωB97M-V functional and the def2-TZVPD basis.

LUMO (spin up / spin down) ... 4.15 / 4.15 eV
Relative energy (zero: lowest compared OMol25 entry of this formula, charge and spin) ... 0.0 kJ/mol
Total charge ... -2
HOMO level (spin up / spin down) ... -1.10 / -3.04 eV
Largest force on an atom ... 1.64 eV/A
Multiplicity ... 3
Kohn-Sham gap (spin up / spin down) ... 5.255 / 7.192 eV
E_tot ... -7496.2007 Ha

Geometry (Å):
Ti -0.226 0.792 0.038
C 0.723 -4.374 -0.599
N 0.824 -2.964 -0.902
C 0.624 -2.685 -2.305
C 1.994 -2.332 -0.367
C 3.252 -2.721 -0.826
C 4.411 -2.145 -0.349
C 4.318 -1.144 0.611
C 3.086 -0.744 1.070
C 1.891 -1.328 0.603
N 0.672 -0.835 1.051
C 0.576 -0.741 2.422
C 1.411 -1.383 3.344
C 1.327 -1.111 4.701
C 0.386 -0.221 5.193
C -0.535 0.331 4.307
C -0.460 0.042 2.963
N -1.503 0.436 2.039
C -2.245 1.629 2.443
C -2.439 -0.695 1.984
H 1.444 -4.996 -1.157
H -0.280 -4.725 -0.848
H 0.892 -4.530 0.467
H 1.442 -3.067 -2.940
H 0.546 -1.604 -2.464
H -0.308 -3.145 -2.630
H 3.301 -3.485 -1.588
H 5.368 -2.455 -0.728
H 5.205 -0.649 0.976
H 3.015 0.075 1.778
H 2.165 -2.074 2.988
H 2.019 -1.599 5.373
H 0.349 0.034 6.242
H -1.299 0.999 4.671
H -2.790 1.456 3.388
H -2.969 1.861 1.659
H -1.564 2.480 2.555
H -2.919 -0.831 2.972
H -1.895 -1.606 1.721
H -3.205 -0.500 1.233
O -5.880 -1.251 -3.614
C -5.183 -2.039 -2.972
O -5.360 -3.246 -2.762
C -3.942 -1.419 -2.245
C -3.059 -2.230 -1.524
C -1.963 -1.680 -0.894
N -1.703 -0.367 -0.923
C -2.583 0.437 -1.565
C -3.686 -0.044 -2.251
C -2.378 1.917 -1.315
O -2.982 2.773 -1.949
O -1.565 2.135 -0.315
H -3.257 -3.291 -1.472
H -1.226 -2.284 -0.361
H -4.353 0.634 -2.758
Se 2.470 0.658 -2.054
N 0.905 1.550 -1.650
C 1.144 2.849 -2.000
C 0.236 3.901 -1.863
C 0.579 5.171 -2.269
C 1.832 5.442 -2.820
C 2.746 4.428 -2.965
C 2.424 3.123 -2.559
N 3.303 2.103 -2.680
H -0.739 3.728 -1.426
H -0.142 5.968 -2.148
H 2.086 6.451 -3.126
H 3.728 4.599 -3.376
Se 1.501 2.405 1.464
C 0.518 3.671 2.352
N -0.073 4.458 2.949

Cartesian forces, eV/Å:
Ti 1.329 0.546 0.785
C 0.093 -0.046 0.082
N 0.066 0.085 0.242
C 0.054 0.206 -0.259
C 0.077 -0.032 0.145
C -0.001 0.027 0.011
C -0.166 0.009 0.031
C -0.004 -0.030 -0.002
C -0.012 0.039 -0.085
C 0.725 -0.156 -0.531
N -0.594 0.150 0.231
C -0.299 -0.040 0.344
C 0.118 -0.093 0.066
C -0.160 0.067 -0.004
C 0.048 -0.036 -0.022
C 0.216 -0.178 0.084
C -0.218 0.105 0.215
N 0.360 -0.012 -0.123
C -0.092 0.407 0.046
C -0.210 -0.252 0.047
H 0.023 -0.008 -0.005
H -0.054 -0.023 -0.018
H -0.014 -0.007 -0.011
H -0.056 0.015 -0.001
H 0.021 -0.183 -0.023
H -0.092 -0.015 -0.076
H 0.048 -0.113 -0.096
H 0.263 -0.084 -0.110
H 0.115 0.049 0.026
H -0.024 -0.102 -0.011
H -0.020 0.071 0.035
H 0.090 -0.045 0.105
H 0.015 -0.008 0.078
H -0.042 0.033 0.065
H 0.089 0.064 -0.242
H 0.117 -0.005 0.151
H -0.265 -0.248 0.001
H 0.139 0.031 -0.281
H -0.142 0.157 0.062
H -0.030 -0.036 0.027
O -0.104 0.735 -0.444
C 0.020 0.159 0.552
O 0.272 -0.785 0.158
C 0.225 0.012 0.022
C -0.352 0.214 -0.263
C 0.391 -0.107 -0.047
N -0.863 -0.096 -0.597
C -0.263 -0.177 0.032
C 0.227 -0.428 0.132
C -0.647 0.586 -0.490
O 0.514 -0.768 0.572
O -0.622 0.275 -0.360
H -0.042 -0.043 -0.023
H -0.223 0.208 -0.168
H -0.076 0.079 -0.051
Se -0.063 -0.307 -0.035
N -0.049 -0.787 0.361
C -0.152 0.211 -0.070
C -0.421 0.165 0.168
C -0.078 0.076 0.009
C 0.089 0.169 -0.060
C 0.026 0.101 -0.027
C 0.252 -0.036 -0.105
N 0.026 -0.031 -0.050
H 0.242 0.081 -0.114
H -0.057 0.075 0.007
H 0.000 -0.014 -0.003
H 0.180 0.054 -0.089
Se 0.018 0.124 -0.018
C 0.443 -0.649 -0.411
N -0.426 0.597 0.431

=====

No. 4
A molecular structure, C30H28AuN4Te, computed with the ωB97M-V functional and the def2-TZVPD basis.

LUMO (spin up / spin down) ... -8.48 / -12.82 eV
Relative energy (zero: lowest compared OMol25 entry of this formula, charge and spin) ... 0.0 kJ/mol
Total charge ... +3
HOMO level (spin up / spin down) ... -15.60 / -15.59 eV
Largest force on an atom ... 3.37 eV/A
Multiplicity ... 3
Kohn-Sham gap (spin up / spin down) ... 7.117 / 2.774 eV
E_tot ... -1781.5875 Ha

Geometry (Å):
Au 0.710 -1.259 -0.155
C 4.430 -2.232 -1.836
C 3.119 -1.814 -1.594
N 2.757 -1.454 -0.349
C 3.621 -1.483 0.696
C 5.053 -1.807 0.429
C 5.442 -2.289 -0.850
C 6.020 -1.624 1.471
C 5.630 -1.241 2.753
C 4.285 -0.891 3.076
C 3.834 -0.336 4.263
C 2.481 0.055 4.430
C 1.621 -0.065 3.361
N 1.956 -0.597 2.194
C 3.243 -1.031 2.032
H 4.638 -2.659 -2.781
H 2.443 -1.707 -2.457
H 6.430 -2.699 -1.066
H 7.058 -1.730 1.183
H 6.385 -1.201 3.526
H 4.545 -0.153 5.084
H 2.108 0.568 5.305
H 0.615 0.324 3.454
N -1.740 1.742 -0.410
C -1.304 2.808 -0.666
N -0.834 4.014 -1.033
C -0.159 4.013 -2.332
C 0.100 5.436 -2.776
C 0.488 6.391 -1.639
C -0.618 6.455 -0.558
C -0.924 5.095 -0.005
H -0.813 3.535 -3.112
H 0.774 3.396 -2.252
H -0.863 5.824 -3.190
H 0.846 5.408 -3.575
H 0.592 7.346 -2.064
H 1.510 6.076 -1.206
H -1.537 6.874 -1.027
H -0.314 7.155 0.245
H -1.917 5.122 0.438
H -0.184 4.854 0.827
Te -1.881 -1.038 0.267
C -3.634 -1.093 -1.051
C -3.409 -1.705 -2.294
C -4.448 -1.704 -3.217
C -5.683 -1.185 -2.860
C -5.867 -0.597 -1.608
C -4.875 -0.590 -0.680
C -2.184 -3.145 0.848
C -1.716 -4.185 0.094
C -1.880 -5.463 0.564
C -2.535 -5.656 1.791
C -3.088 -4.627 2.490
C -2.921 -3.306 2.001
H -2.406 -2.121 -2.497
H -4.285 -2.156 -4.203
H -6.482 -1.166 -3.603
H -6.870 -0.156 -1.426
H -5.084 -0.106 0.276
H -1.186 -3.943 -0.822
H -1.495 -6.356 0.037
H -2.631 -6.691 2.171
H -3.582 -4.795 3.442
H -3.389 -2.436 2.447

Cartesian forces, eV/Å:
Au -0.842 0.607 0.705
C 0.774 -0.683 1.011
C 1.624 0.207 0.337
N -0.295 -0.460 -0.465
C 2.522 -0.110 -0.688
C -1.372 0.312 0.334
C -2.509 0.732 -0.088
C -1.153 0.483 1.501
C 0.939 -0.530 -1.523
C -2.142 -0.592 -2.529
C -0.964 0.742 1.608
C 1.900 -0.055 -0.249
C -0.221 -0.243 -0.497
N 1.135 -0.496 -0.127
C 0.268 0.677 0.511
H 0.232 -0.038 -1.030
H 0.093 -0.169 0.871
H -0.260 0.325 0.125
H 0.019 -0.267 0.375
H 0.016 0.247 0.055
H -0.381 -0.191 -0.430
H 0.312 -0.204 0.240
H -0.143 -0.117 -0.048
N 0.960 2.730 -0.620
C -0.864 -1.451 0.334
N -0.517 -1.521 1.051
C 0.183 0.515 -0.962
C -0.698 0.704 -0.060
C 1.021 -1.838 1.030
C 0.455 0.905 -1.153
C 0.881 0.361 0.642
H 0.371 -0.058 0.993
H -0.608 0.329 0.214
H 0.748 -0.280 -0.034
H -0.165 0.130 0.107
H 0.362 1.319 -0.433
H -1.492 0.549 -0.444
H 0.534 -0.204 0.328
H -0.286 -0.576 -0.295
H -0.191 -0.694 0.035
H -0.689 -0.213 -0.939
Te -0.701 -2.655 -0.175
C 0.161 -0.049 -0.296
C 0.982 0.233 0.911
C 0.186 -0.560 -0.325
C 0.169 0.391 -0.386
C -2.083 -0.157 -1.264
C 0.911 0.851 1.233
C -0.432 2.010 0.046
C 1.185 0.086 -0.898
C 0.033 -1.012 0.154
C 0.157 -1.678 -0.342
C 0.031 1.704 0.458
C -0.466 -0.641 0.358
H -0.737 0.120 -0.237
H -0.099 0.229 0.444
H 0.146 -0.094 0.322
H 0.950 -0.334 0.247
H 0.325 -0.233 -0.145
H 0.040 -0.432 -0.027
H -0.256 0.815 0.180
H 0.054 0.750 -0.225
H -0.106 0.027 -0.220
H -0.009 -0.255 0.394